{"formula": "C27H52BrN7O5P2S", "method": "ωB97M-V/def2-TZVPD", "max_force_ha_per_bohr": 0.13373, "total_charge": 0, "smiles": "CCc1cc(CCCS)c(CC(=O)Br)c2c1C(=O)NC2=O.CN(C)P(=O)(N(C)C)N(C)C.CN(C)P(=O)(N(C)C)N(C)C", "molar_mass_da": 728.68, "orbital_gap_ev": 7.312, "species": ["N", "H", "H", "H", "C", "C", "C", "H", "H", "C", "H", "H", "H", "H", "C", "H", "C", "O", "C", "H", "H", "O", "H", "H", "H", "O", "H", "N", "H", "H", "N", "C", "H", "H", "H", "H", "H", "H", "C", "H", "H", "C", "C", "H", "C", "H", "N", "C", "P", "H", "H", "C", "H", "N", "H", "C", "H", "C", "H", "C", "H", "H", "H", "P", "C", "H", "H", "O", "C", "N", "C", "H", "C", "C", "H", "H", "H", "H", "H", "Br", "H", "O", "C", "C", "C", "N", "C", "H", "S", "H", "C", "H", "H", "H", "H"], "coordinates": [[3.83633, 4.91872, -0.91875], [-1.20164, 5.14678, 3.51835], [-0.98763, -1.35673, 3.14989], [-1.46711, 1.25355, 2.71624], [7.03707, 5.60317, -0.08996], [2.18987, -0.17945, -0.85837], [0.42719, 2.14310, 3.13680], [2.29059, 6.11489, -0.10781], [-7.00768, -6.62934, 1.81959], [-7.45408, -6.74118, 0.82649], [-5.97874, -7.70816, -2.78771], [3.24769, 8.42258, -2.40185], [-8.26924, -7.46343, 0.88806], [-3.65860, -7.43165, -2.55635], [-6.38742, -4.38642, -2.65535], [2.76067, 7.73864, -3.93912], [2.32079, 1.10461, 2.12095], [5.43506, 7.75782, -1.31432], [2.91140, 2.96532, 3.48940], [-7.89817, -5.78067, 0.54467], [6.39288, 5.50217, 0.79158], [2.80258, 0.81984, -1.06689], [3.25329, 5.56442, -4.50972], [2.07463, 4.38854, 0.14964], [-2.95740, -2.70133, 3.03698], [4.68832, 0.88026, 1.39542], [-0.92525, 2.74231, 4.67043], [6.25411, 5.44203, -1.30815], [-2.82390, -3.01318, 1.32509], [-0.25732, -1.25429, 0.24626], [3.96388, 6.47389, -2.76465], [-1.25732, -1.76203, 2.17003], [-7.20709, -4.41307, -3.37737], [7.52228, 6.58538, -0.04141], [-3.44369, 0.29375, 2.17437], [3.22223, -0.97334, 0.87925], [-2.35400, -7.77255, -1.47198], [-6.93392, -6.65889, -3.79847], [1.53383, 0.18790, 1.47297], [-1.87808, 3.69899, 2.69188], [-0.64390, -2.66881, 2.04679], [-0.39831, 1.20597, 2.53184], [-0.96339, 4.19757, 3.03598], [-2.54139, -7.57537, 0.79446], [-3.12791, -7.03336, -1.69393], [6.63505, 5.06439, -3.34818], [4.09893, 2.15226, 3.26921], [-6.04367, -6.68653, -3.16269], [-5.36228, -5.79371, -0.58818], [4.02103, 1.50508, 4.05990], [-6.91501, -9.14966, 0.19389], [-2.72803, -2.22202, 2.07635], [-1.61258, -0.19250, 0.61523], [-4.00940, -6.88434, -0.54909], [0.55300, 3.76372, 4.56815], [1.78439, 2.09032, 2.94994], [4.33102, 4.55802, -3.58115], [3.83460, 1.30229, 2.11888], [-2.63117, -5.80160, 0.65318], [-0.20736, 3.22720, 3.99922], [-3.87329, -6.70252, 1.54288], [-5.17452, -6.48685, -3.80072], [4.42654, 8.31797, -3.71767], [4.79778, 6.37973, -1.27097], [2.82277, 5.18410, 0.11667], [-5.45431, -8.60422, 1.03017], [4.98630, 5.91614, -4.52582], [-4.52956, -4.52697, -0.75022], [-0.79986, -0.77320, 1.06189], [-6.45444, -7.14838, -0.17689], [0.15959, 0.24479, 1.70744], [7.98207, 4.79605, -2.29496], [4.15487, 5.58901, -3.88924], [-6.02867, -8.51382, 0.10211], [3.27464, 5.28405, 1.10989], [7.51536, 6.46383, -2.69249], [3.56600, 2.86699, -0.64338], [-5.44440, -8.92557, -0.71574], [4.98997, 3.26063, -1.55645], [1.15546, -1.06057, -2.28762], [-0.33914, 4.31867, 2.14437], [2.86102, 4.04594, 3.99831], [-3.21876, -6.72848, 0.66305], [4.38393, 3.58335, -0.71443], [2.19512, -0.82686, 0.54213], [-6.15836, -5.71568, -2.09962], [7.13154, 5.46127, -2.46429], [-6.67497, -3.68349, -1.87698], [-3.96884, -0.90774, 1.85067], [1.59031, -1.73450, 0.55359], [3.58886, 7.80409, -3.22869], [-5.49399, -3.99462, -3.15764], [-2.63843, -6.09431, -1.98087], [4.97832, 3.50342, 0.20253], [7.80107, 4.82590, -0.01691]]}